Record 1
The following is a DFT calculation (ωB97M-V/def2-TZVPD) of a 2-piece molecular cluster, C7H14O overall.

Last column: Löwdin charge in e.
Geometry (Å):
C1 0.363 2.453 1.686  -0.117
C2 -0.065 2.545 0.225  -0.269
C3 -1.118 1.493 -0.069  -0.232
C4 -0.575 0.096 -0.282  -0.109
C5 -0.526 -0.581 -1.423  -0.133
C6 0.082 -1.894 -1.567  -0.223
C7 -0.127 -2.998 -0.865  -0.007
H1 -0.524 2.758 2.250  0.079
H2 1.324 2.925 1.938  0.070
H3 0.709 1.427 1.918  0.062
H4 0.799 2.543 -0.451  0.111
H5 -0.641 3.482 0.090  0.106
H6 -1.724 1.749 -0.961  0.109
H7 -1.906 1.418 0.699  0.118
H8 -0.153 -0.340 0.654  0.088
H9 -0.906 -0.199 -2.386  0.114
H10 0.877 -1.857 -2.325  0.105
H11 -0.844 -3.029 -0.060  0.065
H12 0.338 -3.985 -0.973  0.064
H13 2.239 -1.104 1.659  0.050
H14 1.493 -1.688 0.499  0.023
O1 1.347 -1.377 1.409  -0.076

For the gap between HOMO and LUMO, the calculation gives 9.81 eV. Its SMILES is C=C/C=C/CCC.O. The HOMO energy comes out at -8.97 eV.



Record 2
The following is a DFT calculation (ωB97M-V/def2-TZVPD) of a 2-piece molecular cluster, C7H14O overall.

Last column: Löwdin charge in e.
Geometry (Å):
C1 0.392 -2.537 -2.156  -0.140
C2 0.221 -2.433 -0.679  -0.287
C3 -1.037 -1.548 -0.338  -0.247
C4 -0.557 -0.347 0.307  -0.155
C5 -1.381 0.597 0.848  -0.107
C6 -0.742 1.860 1.246  -0.191
C7 0.108 1.850 2.280  0.006
H1 0.514 -1.558 -2.527  0.061
H2 -0.349 -2.915 -2.778  0.046
H3 1.260 -3.153 -2.531  0.094
H4 1.113 -2.060 0.013  0.130
H5 0.125 -3.435 -0.148  0.107
H6 -1.848 -2.128 0.309  0.145
H7 -1.671 -1.535 -1.324  0.139
H8 0.576 -0.225 0.238  0.119
H9 -2.399 0.298 0.989  0.104
H10 -1.282 2.741 0.899  0.100
H11 0.460 0.911 2.645  0.058
H12 0.586 2.730 2.640  0.045
H13 1.976 3.477 -0.590  0.040
H14 1.863 1.948 -0.215  -0.031
O1 2.165 2.566 -0.832  -0.036

For the gap between HOMO and LUMO, the calculation gives 9.74 eV. Its SMILES is C=C/C=C/CCC.O. The HOMO energy comes out at -8.77 eV.



Record 3
The following is a DFT calculation (ωB97M-V/def2-TZVPD) of one molecule with the formula C7H14O.

Last column: Löwdin charge in e.
Geometry (Å):
C1 -1.086 1.279 1.455  -0.257
O1 -1.023 2.379 2.367  -0.069
C2 0.216 0.516 1.305  -0.205
C3 0.096 -0.981 1.113  -0.193
C4 -0.466 -1.334 -0.282  -0.165
C5 1.548 -1.439 -1.781  0.036
C6 0.435 -0.843 -1.376  -0.362
C7 0.061 0.489 -2.012  -0.067
H1 -1.803 0.595 1.928  0.125
H2 -1.471 1.601 0.511  0.097
H3 -0.296 2.943 2.079  0.083
H4 0.852 0.945 0.560  0.092
H5 0.811 0.657 2.199  0.114
H6 1.069 -1.419 1.324  0.113
H7 -0.617 -1.345 1.831  0.103
H8 -0.801 -2.358 -0.283  0.109
H9 -1.398 -0.758 -0.317  0.101
H10 1.871 -2.431 -1.477  0.065
H11 2.149 -0.984 -2.558  0.061
H12 0.780 1.237 -1.707  0.075
H13 0.039 0.473 -3.099  0.076
H14 -0.965 0.780 -1.780  0.068

For the gap between HOMO and LUMO, the calculation gives 10.27 eV. Its SMILES is C=C(C)CCCCO. The HOMO energy comes out at -9.34 eV.



Record 4
The following is a DFT calculation (ωB97M-V/def2-TZVPD) of a 2-piece molecular cluster, C7H14OS overall.

Last column: Löwdin charge in e.
Geometry (Å):
C1 -0.238 2.014 -0.994  -0.131
C2 -0.146 0.970 -0.269  -0.555
C3 3.755 -0.420 0.605  -0.192
C4 -1.799 -1.007 1.337  -0.058
C5 -2.142 -0.983 -1.330  -0.036
C6 2.715 0.575 0.076  -0.480
C7 -2.207 -0.326 0.050  -0.382
O1 -3.231 0.587 0.140  -0.004
S1 1.005 -0.194 0.172  0.866
H1 0.589 2.446 -1.595  0.060
H2 -1.126 2.486 -1.219  0.013
H3 4.731 -0.294 0.277  0.046
H4 3.824 -0.589 1.633  0.050
H5 3.368 -1.340 0.205  0.043
H6 -2.004 -2.020 1.304  0.063
H7 -0.730 -0.971 1.335  -0.028
H8 -2.272 -0.475 2.142  0.084
H9 -1.303 -1.790 -1.243  0.118
H10 -3.088 -1.462 -1.406  0.065
H11 -1.964 -0.194 -2.077  0.087
H12 2.869 0.711 -1.094  0.113
H13 2.793 1.438 0.820  0.093
H14 -3.401 0.840 1.131  0.163

For the gap between HOMO and LUMO (spin up / spin down), the calculation gives 7.81 / 7.81 eV. The HOMO energy (spin up / spin down) comes out at -7.12 / -7.12 eV.



Record 5
The following is a DFT calculation (ωB97M-V/def2-TZVPD) of C7H14PSY as an isolated structure.

Last column: Löwdin charge in e.
Geometry (Å):
C1 -0.546 0.846 -0.989  -0.259
C2 -1.272 1.869 -1.694  -0.168
C3 -0.350 2.876 -2.058  -0.178
C4 0.953 2.510 -1.670  -0.171
C5 0.866 1.247 -0.983  -0.257
Y1 0.625 -0.586 1.416  0.895
P1 -0.260 -3.204 0.534  0.630
H1 -0.978 -0.131 -0.707  0.025
H2 -2.342 1.859 -1.908  0.077
H3 -0.613 3.788 -2.624  0.088
H4 1.736 0.631 -0.718  0.030
H5 1.867 3.086 -1.844  0.079
H6 0.729 -3.950 -0.209  -0.114
H7 -1.348 -3.672 -0.304  -0.094
H8 -0.471 -4.229 1.516  -0.123
C6 -0.847 2.577 2.727  -0.459
S1 -0.844 0.743 2.918  0.370
C7 1.600 0.763 3.037  -0.386
H9 -1.564 2.838 1.928  0.028
H10 0.149 2.988 2.504  0.020
H11 -1.197 2.990 3.689  0.023
H12 1.708 1.840 3.178  -0.001
H13 1.784 0.264 3.990  -0.003
H14 2.407 0.461 2.329  -0.052

For the gap between HOMO and LUMO (spin up / spin down), the calculation gives 5.08 / 5.08 eV. The HOMO energy (spin up / spin down) comes out at -6.34 / -6.34 eV.



Record 6
The following is a DFT calculation (ωB97M-V/def2-TZVPD) of one molecule with the formula C7H14S.

Last column: Löwdin charge in e.
Geometry (Å):
C1 0.268 -0.924 -1.684  -0.336
C2 0.326 1.228 -0.128  -0.305
C3 1.178 -1.099 -0.475  -0.243
C4 0.839 0.002 0.615  -0.427
C5 -0.040 0.261 2.855  -0.097
C6 -1.916 0.409 -2.215  -0.232
C7 0.140 -0.724 1.673  -0.250
S1 -0.133 0.780 -1.703  0.902
H1 0.745 -1.223 -2.619  0.050
H2 0.475 2.219 0.113  0.020
H3 0.932 -2.086 -0.219  0.078
H4 2.287 -1.085 -0.636  0.115
H5 1.720 0.317 1.039  0.100
H6 0.935 0.493 3.203  0.064
H7 -0.631 -0.076 3.649  0.050
H8 -0.463 1.145 2.463  0.049
H9 -2.505 1.416 -2.565  0.103
H10 -1.841 -0.316 -3.033  0.041
H11 -2.309 -0.045 -1.390  -0.005
H12 -0.866 -1.195 1.420  0.140
H13 0.717 -1.508 2.164  0.111
H14 0.141 2.012 -2.527  0.071

For the gap between HOMO and LUMO, the calculation gives 7.16 eV. Its SMILES is CC[C@@H]1C=[S@H](C)=CC1. The HOMO energy comes out at -6.96 eV.



Record 7
The following is a DFT calculation (ωB97M-V/def2-TZVPD) of a 2-piece molecular cluster, C7H14S4 overall.

Last column: Löwdin charge in e.
Geometry (Å):
C1 0.715 0.558 -2.592  -0.096
C2 0.043 1.447 -1.548  -0.235
C3 -1.272 -2.803 1.368  -0.071
C4 -1.036 -1.510 0.459  -0.289
C5 -0.056 -0.614 1.009  -0.292
C6 0.839 2.136 -0.675  -1.025
C7 -0.228 0.565 1.579  -0.961
S1 2.589 2.163 -0.635  0.759
S2 0.166 3.682 0.024  0.668
S3 -2.034 1.217 1.619  0.654
S4 0.701 1.599 2.611  0.708
H1 1.415 1.170 -3.066  0.042
H2 1.233 -0.279 -2.158  0.069
H3 -0.950 1.496 -1.505  0.047
H4 -2.118 -3.308 0.943  0.055
H5 -1.560 -2.636 2.366  0.042
H6 -0.211 -3.271 1.396  0.106
H7 -0.741 -1.844 -0.614  0.135
H8 -2.008 -0.950 0.355  0.064
H9 0.894 -1.004 1.069  0.089
H10 0.046 0.156 -3.295  0.057
H11 2.789 3.247 0.077  -0.152
H12 -1.136 3.529 -0.116  -0.158
H13 -2.085 1.214 3.005  -0.118
H14 1.894 1.011 2.283  -0.097

For the gap between HOMO and LUMO, the calculation gives 8.02 eV. Its SMILES is CCC=C(S)S.CC=C(S)S. The HOMO energy comes out at -7.57 eV.



Record 8
The following is a DFT calculation (ωB97M-V/def2-TZVPD) of a 3-piece molecular cluster, C7H15BN5O5P overall.

Last column: Löwdin charge in e.
Geometry (Å):
C1 2.592 -0.363 1.875  0.012
B1 1.307 0.209 1.216  -0.539
O1 1.187 0.304 -0.153  0.125
C2 0.072 0.753 2.110  -0.449
C3 0.213 0.339 3.501  -0.272
N1 0.313 -0.035 4.582  0.203
C4 0.038 2.316 1.979  -0.147
C5 -0.507 3.005 3.145  -0.227
N2 -0.922 3.544 4.067  0.174
P1 -1.491 0.041 1.446  0.770
N3 -1.465 -1.495 1.184  -0.250
H1 3.375 -0.538 1.136  0.067
H2 2.978 0.337 2.625  0.083
H3 2.382 -1.293 2.414  0.087
H4 0.930 1.168 -0.488  0.094
H5 1.049 2.704 1.824  0.133
H6 -0.570 2.588 1.112  0.110
H7 -1.770 0.801 0.305  -0.001
H8 -2.421 0.459 2.418  0.031
H9 -1.629 -1.665 0.196  -0.052
C6 1.852 -2.692 -1.945  0.053
N4 0.452 -3.200 -1.961  -0.442
O2 0.275 -4.388 -2.109  0.082
O3 -0.422 -2.371 -1.809  0.038
H10 2.520 -3.534 -2.080  0.095
H11 1.942 -1.970 -2.750  0.101
H12 2.000 -2.199 -0.988  0.087
C7 -2.000 1.000 -3.922  0.057
N5 -2.082 1.066 -2.439  -0.433
O4 -1.208 1.668 -1.839  0.029
O5 -3.016 0.506 -1.913  0.078
H13 -1.116 1.541 -4.238  0.095
H14 -1.950 -0.052 -4.187  0.104
H15 -2.910 1.446 -4.312  0.103

For the gap between HOMO and LUMO, the calculation gives 8.44 eV. Its SMILES is CB(O)[C@@](C#N)(CC#N)[PH2]=N.C[N+](=O)[O-].C[N+](=O)[O-]. The HOMO energy comes out at -8.92 eV.



Record 9
The following is a DFT calculation (ωB97M-V/def2-TZVPD) of a 4-piece molecular cluster, C7H15Br6NO2 overall.

Last column: Löwdin charge in e.
Geometry (Å):
Br1 1.594 -1.170 -5.808  0.634
C1 -0.123 -0.959 -4.909  -0.681
C2 -0.417 0.486 -4.534  -0.659
Br2 0.832 1.213 -3.223  0.629
H1 -0.227 -1.649 -4.074  0.057
H2 -0.857 -1.261 -5.668  0.059
H3 -1.390 0.532 -4.077  0.052
H4 -0.367 1.206 -5.358  0.057
Br3 3.811 -0.292 -2.209  0.631
C3 2.677 -1.797 -2.370  -0.747
C4 2.639 -2.447 -0.998  -0.668
Br4 1.867 -1.254 0.341  0.690
H5 3.114 -2.487 -3.038  0.040
H6 1.693 -1.529 -2.798  0.004
H7 3.573 -2.729 -0.575  0.039
H8 2.095 -3.351 -1.083  0.050
Br5 -1.560 2.993 0.596  0.542
C5 -0.591 1.243 0.590  -0.692
C6 -0.828 0.449 1.868  -0.625
Br6 -2.786 0.106 1.940  0.574
H9 0.413 1.519 0.472  0.011
H10 -0.866 0.788 -0.353  0.027
H11 -0.640 0.933 2.788  -0.006
H12 -0.218 -0.455 1.772  -0.008
C7 -2.398 0.942 5.914  0.063
N1 -1.355 2.028 5.656  -0.434
O1 -1.260 2.887 6.476  0.083
O2 -0.595 1.934 4.703  0.035
H13 -3.123 1.400 6.607  0.102
H14 -1.868 0.124 6.370  0.092
H15 -2.837 0.600 4.981  0.049

For the gap between HOMO and LUMO, the calculation gives 9.98 eV. Its SMILES is C[N+](=O)[O-].BrCCBr.BrCCBr.BrCCBr. The HOMO energy comes out at -9.66 eV.



Record 10
The following is a DFT calculation (ωB97M-V/def2-TZVPD) of an isolated ion of composition C7H15BrN4S and charge +2.

Last column: Löwdin charge in e.
Geometry (Å):
C1 -1.216 -0.525 1.269  -0.340
C2 0.938 0.488 0.847  -0.579
C3 -0.884 -1.491 0.225  -0.471
C4 -0.034 -0.799 -1.045  -0.444
C5 0.047 0.820 -3.038  -0.065
C6 1.842 1.993 2.911  -0.328
C7 -0.890 0.130 -2.044  -0.136
N1 -0.228 0.342 1.597  0.180
N2 1.048 0.020 -0.338  0.101
N3 -2.453 -0.581 1.711  0.311
N4 0.684 -1.771 -1.729  0.097
S1 2.315 1.313 1.367  1.132
Br1 0.279 -2.807 1.124  0.901
H1 -1.707 -2.105 -0.195  0.129
H2 -0.509 1.593 -3.607  0.108
H3 0.432 0.122 -3.740  0.075
H4 0.766 1.399 -2.442  0.079
H5 2.673 2.785 3.073  0.121
H6 1.696 1.333 3.724  0.059
H7 0.999 2.513 2.656  0.006
H8 -1.544 -0.406 -2.661  0.098
H9 -1.588 0.725 -1.371  0.138
H10 -0.401 0.955 2.393  0.174
H11 1.973 -0.088 -0.720  0.159
H12 -3.008 -1.384 1.456  0.165
H13 -2.725 -0.096 2.517  0.142
H14 0.213 -2.053 -2.601  0.143
H15 1.280 -2.425 -1.339  0.045

For the gap between HOMO and LUMO, the calculation gives 8.17 eV. The HOMO energy comes out at -16.94 eV. The total charge is +2.



Record 11
The following is a DFT calculation (ωB97M-V/def2-TZVPD) of a 2-piece molecular cluster, C7H15BrO3PS overall.

Last column: Löwdin charge in e.
Geometry (Å):
C1 -3.076 0.918 3.166  -0.152
C2 -2.189 1.420 2.018  -0.484
P1 -0.543 0.657 2.282  0.815
C3 -0.666 -0.848 1.247  -0.307
S1 0.505 2.042 0.853  0.403
C4 1.261 3.145 2.060  -0.371
Br1 2.192 0.937 0.106  0.481
H1 -2.784 1.362 4.116  0.078
H2 -4.115 1.168 2.964  0.087
H3 -3.018 -0.165 3.290  0.073
H4 -2.592 1.129 1.049  0.082
H5 -2.113 2.509 2.039  0.075
H6 0.097 -0.889 0.474  -0.016
H7 -1.648 -0.928 0.785  0.056
H8 -0.502 -1.698 1.908  0.052
H9 2.170 2.696 2.448  0.052
H10 1.453 4.092 1.564  0.061
H11 0.539 3.257 2.867  0.050
C5 1.340 -1.717 -2.614  -0.151
C6 2.458 -1.813 -3.644  -0.113
O1 1.939 -2.787 -4.549  0.067
C7 0.588 -2.816 -4.449  -0.556
O2 -0.145 -3.395 -5.172  0.193
O3 0.191 -2.073 -3.374  0.049
H12 1.186 -0.722 -2.200  0.078
H13 1.465 -2.442 -1.804  0.131
H14 2.605 -0.876 -4.183  0.135
H15 3.406 -2.164 -3.246  0.133

For the gap between HOMO and LUMO, the calculation gives 7.86 eV. The HOMO energy comes out at -13.17 eV. The total charge is +1.



Record 12
The following is a DFT calculation (ωB97M-V/def2-TZVPD) of C7H15Cl12HgO as an isolated structure.

Last column: Löwdin charge in e.
Geometry (Å):
Hg1 -0.514 0.785 3.791  1.185
C1 -0.219 0.028 0.330  -0.214
O1 0.030 0.204 1.668  -0.415
H1 0.153 -0.946 0.012  0.081
H2 -1.279 -0.121 0.122  0.077
H3 0.118 0.762 -0.401  0.070
C2 -2.619 2.541 -2.498  -1.000
Cl1 -2.663 4.293 -2.742  0.519
Cl2 -4.034 1.835 -1.639  0.504
H4 -2.502 2.066 -3.472  0.035
H5 -1.745 2.236 -1.923  0.000
C3 0.599 -3.296 2.358  -1.070
Cl3 -0.181 -2.896 3.881  0.506
Cl4 1.878 -4.460 2.595  0.572
H6 -0.140 -3.776 1.717  -0.013
H7 0.996 -2.359 1.967  0.006
C4 3.389 0.229 0.092  -1.052
Cl5 4.715 1.363 0.271  0.541
Cl6 3.592 -0.674 -1.414  0.531
H8 3.302 -0.442 0.947  0.033
H9 2.477 0.814 -0.035  -0.022
C5 -3.735 0.439 1.791  -0.996
Cl7 -3.090 -0.870 2.761  0.515
Cl8 -3.077 1.927 2.450  0.516
H10 -3.489 0.240 0.748  -0.004
H11 -4.815 0.490 1.926  0.048
C6 1.194 -3.789 -1.337  -1.108
Cl9 1.393 -4.238 -2.988  0.569
Cl10 -0.490 -3.933 -0.998  0.555
H12 1.867 -4.372 -0.709  0.037
H13 1.366 -2.717 -1.242  -0.027
C7 1.584 3.604 -1.641  -1.053
Cl11 1.631 4.032 0.039  0.529
Cl12 0.688 4.795 -2.613  0.511
H14 2.606 3.517 -2.009  0.036
H15 1.015 2.689 -1.805  -0.001

For the gap between HOMO and LUMO, the calculation gives 4.49 eV. The HOMO energy comes out at -12.99 eV. The total charge is +1.



E_tot / Ha: -350.28686; -350.24077; -350.31016; -748.36151; -1052.75599; -673.03763; -1867.74269; -1291.71788; -15924.92499; -3466.32519; -3814.72837; -6026.22696